No. 1
Entry from the Open Molecules 2025 dataset: C3H2FN in the gas phase at a distorted geometry (ωB97M-V/def2-TZVPD).

Each line ends with the natural charge from an NBO analysis.
Cartesian coordinates (Å):
C1 1.5857 -0.4039 -0.8464  -0.056
C2 -0.6309 0.2592 0.0141  0.594
H1 2.4169 -0.8253 -1.1625  0.211
H2 -1.1081 0.2547 2.2346  0.474
C3 0.5201 0.1102 -0.7263  -0.121
N1 -0.8723 0.5025 1.1799  -0.692
F1 -1.9115 0.1026 -0.6934  -0.410

DFT total energy (hartree): -269.97866
E_HOMO (eV): -9.7
Orbital gap (eV): 9.79
Spin multiplicity: 1
SMILES string: [H]/N=C(\F)C#C
Relative energy (zero: lowest compared OMol25 entry of this formula, charge and spin) (eV): 3.2217

---

No. 2
Entry from the Open Molecules 2025 dataset: a molecular structure, C15H35N6O3PRhS2 at a distorted geometry (ωB97M-V/def2-TZVPD).

Each line ends with the natural charge from an NBO analysis.
Cartesian coordinates (Å):
C1 -0.8669 3.0594 1.0820  -0.267
N1 1.7060 -2.3826 -4.0996  -0.170
H1 1.0476 4.2965 0.0417  0.223
H2 0.2918 -1.1273 -4.9277  0.469
H3 -1.7417 -4.0492 -2.1111  0.255
H4 -1.6312 2.3271 1.3071  0.271
C2 3.2056 -3.4019 -2.4068  -0.684
H5 2.6640 3.7349 1.3188  0.249
C3 -3.6478 0.3492 0.3447  -0.055
C4 1.7026 3.1003 -1.6647  -0.258
H6 -1.0604 -3.4109 2.8834  0.206
H7 1.2579 2.7602 -2.5957  0.245
N2 1.8596 -1.0458 -0.8121  -0.590
H8 -1.0588 2.5427 -0.8749  0.422
H9 1.6075 -1.8304 -0.2123  0.422
H10 -1.3070 -3.1380 4.6065  0.263
N3 2.2455 1.8974 -0.9674  -0.561
O1 -2.3168 0.4205 0.9790  -0.882
C5 2.2070 -2.4298 -2.9117  0.378
H11 3.6720 2.5193 2.0795  0.289
O2 -2.0144 -1.9568 0.5281  -0.826
H12 0.0580 4.4378 -1.3911  0.265
H13 -1.3444 4.0392 1.0008  0.250
H14 -0.3045 2.8313 3.1252  0.286
N4 -0.2779 2.6767 -0.2347  -0.485
H15 -3.1021 -3.0030 -1.7094  0.251
C6 0.1844 3.0531 2.1775  -0.545
C7 -1.2941 -1.3446 3.4645  -0.065
H16 2.7141 -4.2034 -1.8516  0.268
H17 0.2600 -2.7723 3.8868  0.228
H18 -5.6591 -0.1471 0.8455  0.256
C8 2.8888 2.6710 1.3377  -0.552
H19 2.8562 -0.8810 -0.6776  0.408
H20 3.8317 1.1619 0.1753  0.214
H21 4.0935 2.7881 -0.4412  0.256
H22 -4.8188 0.7436 2.1140  0.233
O3 -0.5744 -0.7521 2.3056  -0.849
H23 -1.5313 -2.2914 -2.1283  0.187
S1 1.4255 1.7430 1.9068  0.448
H24 -2.1445 -3.9802 0.3690  0.239
H25 -1.0614 -0.6802 4.2920  0.218
Rh1 0.6156 0.8367 -0.2076  0.504
H26 -3.8158 1.3441 -0.0670  0.195
H27 2.6629 1.3109 -1.6865  0.403
H28 -0.5473 -3.3527 -0.0266  0.163
H29 -4.4560 -0.9714 1.8368  0.218
C9 0.6386 3.7345 -0.7930  -0.259
C10 -1.6190 -3.1945 -0.1661  -0.049
H30 3.7160 -3.8470 -3.2580  0.304
C11 3.3497 2.1274 0.0100  -0.244
C12 -4.7012 -0.0260 1.3523  -0.642
N5 1.6300 -1.4054 -2.1464  -0.240
H31 -3.6053 -0.3600 -0.4803  0.193
C13 -0.8156 -2.7485 3.7147  -0.640
S2 -0.2367 0.5421 -2.3716  -0.018
C14 0.7466 -0.7372 -2.9163  0.249
H32 2.4924 3.8091 -1.9192  0.253
P1 -1.1724 -0.6880 0.8573  1.970
C15 -2.0242 -3.1208 -1.6128  -0.642
N6 0.8125 -1.3429 -4.0868  -0.326
H33 3.9465 -2.9296 -1.7607  0.240
H34 -2.3639 -1.2948 3.2646  0.199
H35 0.7248 3.9892 2.3098  0.259

DFT total energy (hartree): -2394.23063
E_HOMO (eV): -18.1
Net charge: +3
Orbital gap (eV): 8.15
Spin multiplicity: 1
Relative energy (zero: lowest compared OMol25 entry of this formula, charge and spin) (eV): 1.4750

---

No. 3
Entry from the Open Molecules 2025 dataset: a molecular structure, C43H48AsN9OSeV at a distorted geometry (ωB97M-V/def2-TZVPD).

Each line ends with the Mulliken spin population.
Cartesian coordinates (Å):
H1 -1.2349 0.2269 5.5711  0.000
H2 0.7353 2.1229 4.7705  0.000
H3 -2.4343 -1.2706 2.9167  0.000
H4 2.9246 -3.7883 4.3253  0.000
C1 -1.5222 3.9934 1.0917  -0.002
C2 -0.4237 -0.3906 5.1863  0.000
H5 -0.0391 -4.1533 -2.1946  0.000
H6 -3.1704 -3.9265 -2.6585  0.000
H7 2.6775 1.7390 3.0750  0.000
C3 3.0168 3.7041 -3.3098  0.000
C4 1.5535 3.3092 -1.4519  -0.001
C5 3.3565 -1.0684 0.2131  0.025
H8 -1.9897 -2.1211 4.3938  0.000
H9 -4.1823 5.1292 -4.2071  0.000
C6 1.1680 -5.4203 -0.9436  0.003
H10 5.3988 -1.4366 0.7290  0.000
C7 -2.5538 4.1662 2.0026  0.000
C8 3.9155 4.3308 -2.4521  0.000
N1 -0.4298 -2.0758 -0.6511  -0.026
H11 4.3042 4.9729 -0.4419  0.000
H12 -2.9377 1.7365 -1.9175  -0.001
N2 2.4021 -0.7618 -0.6735  -0.034
V1 0.4474 -0.5255 -0.1254  0.985
N3 0.5097 -0.9560 1.6708  -0.067
H13 -4.1396 -1.5402 -1.5904  0.000
C9 4.2324 -0.6940 -2.3366  -0.001
H14 -1.8646 -3.0143 1.2170  -0.001
C10 -3.3220 3.0776 2.3952  0.000
C11 -1.6736 -2.3134 -1.2418  0.023
C12 2.4368 3.9442 -0.5876  0.001
H15 6.2390 -1.0715 -1.5929  -0.001
H16 1.7668 2.2910 1.6715  -0.004
C13 1.9570 1.4307 2.3158  0.018
H17 -4.4121 -3.7664 -1.3912  0.000
C14 -1.4448 3.2539 -2.2690  -0.001
H18 -3.9378 -1.9890 -3.2969  0.000
Se1 2.9914 -0.3251 -4.4532  -0.002
N4 -0.5851 -0.7143 3.7633  -0.004
C15 0.3516 -3.2250 -0.3210  -0.007
H19 3.0429 -1.2560 1.2317  0.002
H20 0.1926 2.9769 3.3287  0.000
As1 -0.1725 2.5608 -1.0045  0.024
C16 2.3820 -4.6826 2.4693  -0.006
H21 -3.6903 -0.3223 -2.7935  0.000
C17 -1.2788 -1.0125 -3.2901  0.003
C18 -3.4093 4.6041 -3.6623  0.000
C19 -3.5585 -1.3608 -2.4906  0.000
H22 3.2217 3.6530 -4.3713  0.000
H23 2.2118 4.0891 0.4615  0.000
N5 0.7210 1.0073 2.9614  -0.008
C20 1.7748 -5.5565 0.2722  -0.006
H24 2.3991 0.6284 1.7346  -0.001
H25 -0.1927 4.9690 -2.6696  0.000
C21 3.6219 4.4523 -1.1006  0.000
H26 0.5315 0.0938 5.3680  0.000
C22 -1.2489 2.7196 0.5991  -0.005
C23 -1.1662 4.5125 -2.8012  0.000
H27 -1.6327 -1.3639 -4.2612  0.000
H28 -0.4309 -1.3282 5.7420  0.000
C24 -2.7098 2.6840 -2.3940  -0.001
C25 -2.3482 -3.7643 0.6035  0.003
H29 -2.7744 5.1530 2.3880  0.000
H30 -3.3610 -3.9248 0.9739  0.000
H31 -4.6681 2.9231 -3.2277  0.000
N6 4.4809 -0.5492 -3.6259  0.005
H32 -0.8744 1.8030 4.0889  0.000
C26 0.1601 2.0226 3.8497  0.001
C27 2.4059 -3.6693 3.3836  0.003
H33 -1.8678 0.6414 0.5454  -0.031
H34 -0.9482 4.8455 0.7448  0.000
C28 -3.3804 -4.0501 -1.5998  0.000
H35 4.8286 4.7545 -2.8489  0.000
H36 1.9010 -1.6298 3.7836  0.000
C29 2.8241 -0.5842 -1.9750  0.010
H37 -3.2709 -5.1064 -1.3534  0.000
C30 0.1961 -0.2072 2.8142  0.010
H38 2.8848 -5.6188 2.6739  0.000
H39 -1.9557 6.1657 -3.9062  0.000
N7 -2.4285 -3.3018 -0.7745  0.004
H40 -1.1884 -2.5543 2.9009  -0.001
C31 -1.6023 -1.7201 3.4620  0.000
N8 -2.1300 -1.5717 -2.2524  0.004
C32 4.7201 -1.1776 -0.0713  0.002
C33 5.1885 -0.9811 -1.3448  0.007
H41 -0.2509 -1.3172 -3.1543  0.002
H42 1.1079 2.7394 -3.4854  0.000
N9 2.0060 -0.3711 -2.9823  -0.001
C34 1.0682 -2.2580 1.9192  -0.026
O1 0.0858 0.8253 -1.0252  0.032
C35 1.8289 3.1916 -2.8140  0.000
C36 0.4520 -4.2532 -1.2329  0.000
H43 -4.1505 3.2181 3.0773  0.000
C37 -3.0524 1.8095 1.8937  0.010
H44 -3.6782 0.9743 2.1830  0.000
C38 -2.1587 5.1844 -3.4990  0.000
H45 -1.3224 0.0777 -3.2880  -0.001
C39 1.7272 -4.5153 1.2279  0.004
C40 1.7826 -2.4519 3.0877  -0.010
H46 2.3200 -6.4588 0.5166  0.000
H47 1.2258 -6.2087 -1.6816  0.000
H48 -1.8070 -4.7095 0.6833  0.000
C41 -3.6832 3.3555 -3.1115  0.000
C42 -2.0190 1.6241 0.9861  0.035
C43 1.0300 -3.3030 0.9363  0.032

DFT total energy (hartree): -7815.27317
E_HOMO (spin up / spin down) (eV): -17.5 / -17.6
Net charge: +4
Orbital gap (spin up / spin down) (eV): 5.56 / 6.06
Spin multiplicity: 2
Relative energy (zero: lowest compared OMol25 entry of this formula, charge and spin) (eV): 1.1266